{
  "formula": "C10H15NO2",
  "method": "ωB97M-V/def2-TZVPD",
  "species": ["C", "C", "C", "O", "N", "H", "H", "H", "H", "H", "H", "H", "C", "C", "C", "C", "C", "C", "C", "O", "H", "H", "H", "H", "H", "H", "H", "H"],
  "positions_angstrom": [[1.658, -1.889, -0.174], [1.215, -3.295, -0.611], [2.342, -1.281, -1.395], [3.411, -1.648, -1.851], [1.589, -0.335, -2.003], [0.840, -1.223, 0.101], [2.400, -1.909, 0.624], [0.579, -3.271, -1.465], [2.015, 0.126, -2.792], [0.733, 0.070, -1.653], [0.827, -3.916, 0.193], [2.147, -3.753, -0.950], [-3.117, 0.001, -1.115], [-2.271, 0.639, -0.036], [-2.140, 0.082, 1.217], [-1.635, 1.868, -0.356], [-1.202, 0.686, 2.139], [-0.693, 2.459, 0.552], [-0.481, 1.830, 1.748], [0.710, 2.140, 2.427], [-3.836, 0.724, -1.490], [-3.692, -0.870, -0.803], [-2.808, -0.704, 1.552], [-1.921, 2.301, -1.311], [-1.001, 0.233, 3.105], [-0.129, 3.316, 0.214], [0.602, 1.797, 3.320], [-2.450, -0.205, -1.942]],
  "lumo_energy_ev": [3.494, 3.455],
  "homo_ev": [0.4, -3.6],
  "spin_multiplicity": 2,
  "e_above_lowest_ev": 0.261,
  "charge": -1
}